No. 1
C5H13NS | the ωB97M-V functional and the def2-TZVPD basis

```
20
Properties=species:S:1:pos:R:3
C 0.99810 -0.56079 0.44930
C 1.60392 -0.31619 -0.90836
C 0.82414 -1.03694 -2.02369
S -0.35263 0.12212 -2.87938
C 0.25645 0.72686 0.90510
N -0.75709 0.49652 1.91694
C -2.08566 1.00697 1.58633
H 0.30812 -1.44655 0.49580
H 1.65076 -1.05126 1.18505
H 1.66624 0.75050 -1.19491
H 2.63985 -0.63307 -0.88021
H 0.35535 -1.97124 -1.73864
H 1.53899 -1.31740 -2.80337
H -1.54599 -0.28137 -2.35294
H -0.22644 1.12557 0.00890
H 1.04034 1.39741 1.27376
H -0.73457 -0.43662 2.32989
H -2.60760 1.03601 2.53544
H -2.00647 2.04217 1.24790
H -2.56580 0.34730 0.84709
```

Values from the calculation:
Net charge: +1
HOMO level (spin up / spin down): -12.491 / -12.447 eV
Gap between HOMO and LUMO (spin up / spin down): 9.4 / 4.5 eV
LUMO (spin up / spin down): -0.114 / -0.292 Eh
Multiplicity: 2
Strongest force on any atom: 2.57 eV/A



No. 2
C5H13NS2 | the ωB97M-V functional and the def2-TZVPD basis

```
21
Properties=species:S:1:pos:R:3
C 2.90546 -1.29213 -0.56351
C 1.55007 -1.04614 0.11800
N 0.72245 -0.21246 -0.72466
C -0.66327 0.05166 -0.31443
C -1.14361 1.18007 -1.20544
C -0.87164 0.34521 1.18175
S -2.37108 -0.37264 1.89650
S -3.89255 0.80630 1.16731
H 3.72883 -1.32163 0.15254
H 2.87955 -2.24310 -1.10619
H 3.04513 -0.53969 -1.33308
H 1.01813 -1.98605 0.27667
H 1.72166 -0.60891 1.10659
H 1.19382 0.66376 -0.91595
H -1.20017 -0.84840 -0.60159
H -0.47022 2.03945 -1.11775
H -2.15611 1.53938 -1.02304
H -1.13271 0.87415 -2.26359
H -0.06237 -0.13052 1.73419
H -0.85490 1.41513 1.35581
H -3.94648 1.68655 2.17989
```

Values from the calculation:
HOMO level: -8.698 eV
Gap between HOMO and LUMO: 9.3 eV
SMILES string: CCN[C@H](C)CSS
LUMO: 0.022 Eh
Strongest force on any atom: 0.91 eV/A



No. 3
C5H13NSi | the ωB97M-V functional and the def2-TZVPD basis

```
20
Properties=species:S:1:pos:R:3
C 2.53201 -0.49497 -0.46551
C 2.49574 0.17493 0.83184
C -1.81218 -1.26520 -1.46364
C -0.71053 1.54966 -0.60341
C -1.21658 -0.28514 1.59772
N 0.53106 -1.23460 -1.00945
Si -0.57931 -0.33474 -0.21982
H 3.40515 -0.44625 -1.16558
H 3.58291 0.27090 1.34713
H 2.23018 1.23128 0.64549
H 1.71794 -0.03085 1.54442
H -1.31867 -2.15937 -1.92791
H -2.77076 -1.50743 -0.98040
H -1.83583 -0.55153 -2.27757
H -1.80260 1.90221 -0.61154
H -0.27597 1.97496 0.36035
H -0.16806 1.96730 -1.39575
H -1.60579 -1.30765 1.89865
H -0.45286 0.02750 2.33724
H -1.94585 0.51899 1.55774
```

Values from the calculation:
HOMO level (spin up / spin down): -8.344 / -8.423 eV
Gap between HOMO and LUMO (spin up / spin down): 6.8 / 7.0 eV
LUMO (spin up / spin down): -0.057 / -0.053 Eh
Strongest force on any atom: 5.75 eV/A



No. 4
C5H13NSi | the ωB97M-V functional and the def2-TZVPD basis

```
20
Properties=species:S:1:pos:R:3
C -1.80964 -2.08375 1.12835
C -0.65075 -1.83593 0.64972
Si -0.02131 -0.60006 -0.65915
C 1.81258 -1.25651 -0.86234
N -0.05387 1.00315 -0.08215
C -1.29471 1.61507 0.13059
C 1.03065 2.02031 -0.15108
H -2.04823 -2.89749 1.95859
H -2.71280 -1.62679 0.76730
H 0.13111 -2.34171 1.16173
H -0.71255 -0.61856 -2.02837
H 1.52345 -2.23002 -0.96864
H 2.15863 -0.87737 -1.82141
H 2.41318 -1.11451 0.03468
H -1.75455 2.22404 -0.69502
H -2.04302 0.75633 0.35498
H -1.26627 2.34913 0.88487
H 2.00599 1.62365 -0.13331
H 1.07845 2.39910 -1.25948
H 0.76447 2.79201 0.60430
```

Values from the calculation:
HOMO level: -8.403 eV
Gap between HOMO and LUMO: 9.4 eV
SMILES string: C=C[Si@H](C)N(C)C
LUMO: 0.037 Eh
Strongest force on any atom: 5.26 eV/A



No. 5
C5H13O2 | the ωB97M-V functional and the def2-TZVPD basis

```
20
Properties=species:S:1:pos:R:3
C -1.08200 -1.35116 0.47917
O -0.59812 -1.39874 -0.82532
C -0.72097 -0.05889 1.25606
C 0.49678 0.73888 0.55850
C 0.90023 1.87268 1.52412
C 1.64653 -0.14191 0.28765
H -0.65803 -2.10372 1.02955
H -2.20312 -1.59862 0.57432
H -1.68552 0.54297 1.21885
H -0.42742 -0.19868 2.35556
H 0.11125 1.14175 -0.30173
H 1.68882 2.46936 1.02067
H 1.33591 1.40942 2.36371
H -0.06942 2.41901 1.76224
H 2.01216 -0.78723 1.16084
H 1.34933 -0.89334 -0.44260
H 2.60950 0.36550 -0.17242
H 0.08817 0.60101 -3.16134
H -0.59862 -0.27242 -2.10229
O -0.77645 0.21716 -2.91697
```

Values from the calculation:
Net charge: -1
HOMO level: -2.853 eV
Gap between HOMO and LUMO: 6.9 eV
LUMO: 0.148 Eh
Strongest force on any atom: 4.03 eV/A



No. 6
C5H13O3 | the ωB97M-V functional and the def2-TZVPD basis

```
21
Properties=species:S:1:pos:R:3
C -1.08826 -2.06347 -0.22372
O -1.08406 -1.87826 -1.66693
C -0.39554 -1.03236 0.58122
C -0.97006 0.40398 0.32492
C -0.36398 1.42819 1.25237
C 1.08451 1.84403 0.60223
O 1.86073 0.81469 0.19409
H -2.21627 -1.94243 -0.02520
H -0.69690 -3.12211 -0.18667
H -0.10765 -1.68236 -1.97707
H -0.34903 -1.04315 1.65811
H 0.67002 -0.91894 0.38848
H -0.72165 0.51673 -0.74018
H -2.09590 0.43578 0.48574
H -0.03451 1.17748 2.23589
H -0.84269 2.40144 1.29712
H 1.67227 2.38654 1.44864
H 0.77945 2.55970 -0.20249
H 1.88167 0.18238 -1.09297
H 1.54499 0.13624 -2.48334
O 1.47286 -0.60409 -1.87023
```

Values from the calculation:
Net charge: -1
HOMO level: -3.592 eV
Gap between HOMO and LUMO: 7.7 eV
LUMO: 0.150 Eh
Strongest force on any atom: 3.90 eV/A



Relative energy (zero: lowest compared OMol25 entry of this formula, charge and spin) (computed, kJ/mol): 83.2 34.9 748.2 197.6 116.2 127.9